Density functional theory data (ωB97M-V with the def2-TZVPD basis set) for the molecule C7H10.

Properties
**Orbital gap**: 10.199 eV
**SMILES string**: C[C@]12C[C@@H]3[C@H](C1)[C@@H]32
**Net charge**: 0
**Energy relative to the best compared isomer or geometry (same formula, charge and spin)**: 95.6 kcal/mol
**Highest occupied orbital energy**: -9.14 eV

Last column: Mulliken charge in e.
Atoms and positions in Å:
1 C 1.4850 -0.6546 -0.4042  -0.454
2 C 0.2829 -1.0830 -1.3157  -0.443
3 C 0.5978 0.3550 -1.0664  -0.557
4 C -1.1582 1.3835 0.8093  -1.544
5 C 0.9342 -0.3313 0.9796  -0.572
6 C -0.9632 -0.9950 -0.4290  -0.812
7 C -0.2697 0.2284 0.2429  0.854
8 H -0.4557 2.2093 0.8584  0.390
9 H 0.7689 1.1648 -1.7634  0.457
10 H -2.0255 1.7691 0.2192  0.417
11 H -1.7076 -0.1461 -0.3969  0.312
12 H 0.7371 -1.1510 1.6833  0.276
13 H 1.4687 0.4892 1.4568  0.334
14 H 2.5301 -0.8527 -0.6376  0.392
15 H -1.5642 1.1710 1.8108  0.299
16 H 0.5336 -1.6665 -2.2123  0.395
17 H -1.1942 -1.8902 0.1652  0.258

Density functional theory data (ωB97M-V with the def2-TZVPD basis set) for the ion C3H4N3O2 with charge -1.

Properties
**Orbital gap**: 5.825 eV
**SMILES string**: Nc1[nH]c(=O)[nH]c1[O-]
**Net charge**: -1
**Energy relative to the best compared isomer or geometry (same formula, charge and spin)**: 0.0 kcal/mol
**Highest occupied orbital energy**: -1.68 eV

Last column: Mulliken charge in e.
Atoms and positions in Å:
1 O 0.8598 -2.1245 -0.1414  -0.871
2 O -2.8114 0.7295 -0.2173  -0.734
3 N 1.9981 0.5893 -0.2083  -0.678
4 N -0.5517 1.0623 0.2275  -0.045
5 N -1.2156 -0.9768 -0.0071  -0.092
6 C -1.6473 0.3609 -0.0407  0.184
7 C 0.2157 -1.0536 -0.0110  0.554
8 C 0.6210 0.2498 0.0950  -0.330
9 H 2.3335 1.0971 0.6632  0.206
10 H -0.4416 2.1051 0.0345  0.270
11 H 2.3670 -0.3121 -0.0602  0.329
12 H -1.7274 -1.7270 -0.3341  0.206

Density functional theory data (ωB97M-V with the def2-TZVPD basis set) for a cluster of 2 separate species, CHClO2S in total.

Properties
**Orbital gap**: 9.240 eV
**Net charge**: 0
**Energy relative to the best compared isomer or geometry (same formula, charge and spin)**: 4.5 kcal/mol
**Highest occupied orbital energy**: -9.29 eV

Last column: Mulliken charge in e.
Atoms and positions in Å:
1 Cl -2.1478 -1.2277 -0.5425  -0.140
2 S -0.1320 -1.1350 -0.0432  0.216
3 O -3.5495 1.0673 0.9536  -0.098
4 O 0.1511 -2.4343 0.9619  -0.450
5 C -3.6919 1.7918 0.1062  0.106
6 H 0.3295 -2.1231 1.8998  0.365

Density functional theory data (ωB97M-V with the def2-TZVPD basis set) for a cluster of 2 separate species, C6H7N in total.

Properties
**Orbital gap (alpha / beta)**: 8.471 / 8.773 eV
**Net charge**: 0
**Energy relative to the best compared isomer or geometry (same formula, charge and spin)**: 189.8 kcal/mol
**Highest occupied orbital energy (alpha / beta)**: -8.42 / -8.21 eV

Last column: Mulliken charge in e.
Atoms and positions in Å:
1 N 0.9118 -1.8742 0.1831  -0.565
2 C 0.7342 0.5881 1.0688  0.394
3 C -0.8914 -1.2574 -2.1762  -0.308
4 C 1.9977 0.2042 1.2700  -0.614
5 C -1.4472 -1.3574 -0.9899  -0.537
6 C 1.2841 -0.7708 0.5228  0.522
7 C -0.2865 1.6535 1.0577  -1.065
8 H 0.1110 -1.0565 -2.2107  0.262
9 H -1.4110 -1.3461 -3.0861  0.277
10 H -1.1217 1.4249 0.4688  0.297
11 H 2.8981 0.5800 1.7285  0.332
12 H -2.4301 -1.3743 -0.6054  0.314
13 H -0.5454 2.0732 2.0164  0.338
14 H 0.1963 2.5128 0.7520  0.352

Density functional theory data (ωB97M-V with the def2-TZVPD basis set) for a cluster of 2 separate species, C3H10NSi in total.

Properties
**Orbital gap**: 7.070 eV
**Net charge**: +1
**Energy relative to the best compared isomer or geometry (same formula, charge and spin)**: 78.7 kcal/mol
**Highest occupied orbital energy**: -11.21 eV

Last column: Mulliken charge in e.
Atoms and positions in Å:
1 Si 0.1389 -1.9630 -2.7151  0.483
2 N 0.6010 1.4289 2.4595  -0.173
3 C 0.0266 1.2521 1.1547  -0.470
4 C -0.2738 0.0200 0.6314  -0.003
5 C -0.5836 -0.1909 -0.7661  -1.509
6 H 0.3909 -2.7026 -1.4951  -0.003
7 H 1.0207 0.4641 2.5901  0.387
8 H 1.3073 2.1614 2.3791  0.359
9 H -0.4616 -0.7970 1.2343  0.384
10 H 1.0655 -0.9170 -3.3907  0.034
11 H -0.1932 1.5933 3.0364  0.372
12 H 0.0931 2.0996 0.4575  0.295
13 H -0.5585 0.5975 -1.4788  0.437
14 H -1.1193 -2.3114 -3.2890  -0.009
15 H -1.4540 -0.7351 -0.8081  0.416

Density functional theory data (ωB97M-V with the def2-TZVPD basis set) for a cluster of 9 separate species, C18H54O9 in total.

Properties
**Orbital gap**: 9.906 eV
**SMILES string**: CCO.CCO.CCO.CCO.CCO.CCO.CCO.CCO.CCO
**Net charge**: 0
**Energy relative to the best compared isomer or geometry (same formula, charge and spin)**: 67.6 kcal/mol
**Highest occupied orbital energy**: -9.35 eV

Last column: Mulliken charge in e.
Atoms and positions in Å:
1 O -4.8844 -3.6585 -2.3809  -0.532
2 O 1.6639 -0.1184 -0.7740  -0.357
3 O 1.8033 2.4379 0.3382  -0.587
4 O -1.3526 -2.9917 1.3278  -0.446
5 O 3.7498 -1.7924 0.1295  -0.551
6 O 3.3815 -4.1855 1.5358  -0.518
7 O -5.5485 2.1587 -0.9593  -0.562
8 O -1.9970 4.1051 -5.0487  -0.509
9 O 3.5985 1.5644 2.1711  -0.570
10 C -5.1641 -2.9746 -1.1565  -0.550
11 C -0.9428 -2.4371 2.5952  -0.665
12 C -0.4332 3.6138 -3.2876  -0.584
13 C 3.1220 0.3791 2.7892  0.295
14 C -4.1904 2.0673 -0.5624  0.035
15 C 1.0230 -4.1422 1.1879  -0.268
16 C -0.6255 -0.1842 -1.4197  -1.190
17 C -4.0001 -2.0362 -0.9045  -0.799
18 C -0.9385 -0.9245 2.5570  -0.194
19 C 0.4458 2.8915 0.3181  0.974
20 C -3.4055 3.3017 -1.0038  -0.321
21 C 5.1061 -1.3473 0.2773  -0.132
22 C 2.1466 -4.8481 1.9012  -0.402
23 C 5.2962 -0.1092 -0.5773  -1.050
24 C 0.5609 -0.9966 -0.8984  0.662
25 C 0.3921 4.3225 0.8071  -1.460
26 C 2.2317 0.6559 3.9857  -1.206
27 C -0.6126 3.9643 -4.7502  -0.459
28 H -3.5504 3.4075 -2.0796  0.222
29 H -0.3685 -0.5906 3.4282  0.274
30 H 0.0695 -4.5870 1.4794  0.569
31 H 2.2161 -5.8492 1.4632  0.349
32 H 0.0510 -2.8121 2.8391  0.336
33 H 2.9033 1.8695 1.5348  0.484
34 H 0.2713 -1.3560 0.0925  -0.603
35 H 3.6221 -2.5751 0.7010  0.304
36 H 2.0147 -4.8620 2.9826  0.263
37 H 5.4366 -0.3535 -1.6318  0.358
38 H -1.6703 -2.8808 3.2861  0.386
39 H -2.3414 3.1085 -0.8304  -0.232
40 H 1.4062 1.3317 3.7653  0.254
41 H 5.3061 -1.1174 1.3260  0.231
42 H -4.1648 1.8866 0.5138  0.311
43 H -3.9475 -1.3155 -1.7212  0.323
44 H 2.6680 -0.3262 2.0833  -0.029
45 H -3.6739 4.2190 -0.4840  0.352
46 H -1.1309 2.8579 -2.9290  -0.034
47 H -0.3448 -0.6427 1.6861  -0.296
48 H 0.6712 4.4641 1.8509  0.367
49 H -1.3526 -0.8237 -1.9214  0.492
50 H 5.7616 -2.1641 -0.0358  0.354
51 H 0.0379 2.7572 -0.6845  -0.409
52 H 0.7745 -1.7904 -1.6144  0.470
53 H 2.4933 -0.5965 -0.5876  0.053
54 H 1.0634 4.9587 0.2279  0.380
55 H 4.0494 -0.1039 3.1184  0.295
56 H -4.0977 -1.4821 0.0295  0.452
57 H 0.9951 -3.0932 1.4942  -0.677
58 H -6.1222 -2.4478 -1.2455  0.310
59 H -3.6874 1.1973 -1.0076  -0.105
60 H -3.0623 -2.5900 -0.8830  0.200
61 H 2.8037 1.0998 4.8024  0.349
62 H -5.6216 1.9487 -1.8940  0.336
63 H 4.4572 0.5796 -0.4994  0.101
64 H -0.5997 4.4904 -2.6575  0.333
65 H -0.2631 0.4846 -2.2062  0.271
66 H 6.1844 0.4387 -0.2588  0.359
67 H -2.2049 -2.6205 1.0861  0.188
68 H -5.6040 -4.2804 -2.5282  0.299
69 H 0.5987 3.2922 -3.1373  0.347
70 H -0.1689 3.1962 -5.3941  0.285
71 H -5.3297 -3.6888 -0.3410  0.320
72 H 1.8840 -0.3140 4.3564  0.312
73 H -0.0596 4.8890 -4.9500  0.322
74 H -1.1109 0.4033 -0.6415  0.156
75 H -1.9480 -0.5202 2.5850  0.398
76 H -2.0743 4.5519 -5.8964  0.296
77 H -0.6307 4.6924 0.6944  0.324
78 H -0.1071 2.2493 1.0174  0.051
79 H 1.8478 1.6955 -0.2919  0.307
80 H 4.0945 -4.8262 1.6040  0.251
81 H 1.1296 -4.1752 0.1059  0.336

Among the records above, which one has the lowest net charge?
C3H4N3O2

Which value of net charge does entry 2 give?
-1